{
  "formula": "C22H18F3FeN6S",
  "method": "ωB97M-V with the def2-TZVPD basis set",
  "lumo_energy_ev": [-7.539, -7.022],
  "spin_multiplicity": 2,
  "e_above_lowest_kcal_mol": 0.1,
  "total_charge": 2,
  "e_homo_ev": [-14.63, -14.56],
  "orbital_gap_ev": [7.095, 7.540],
  "species": ["Fe", "C", "N", "C", "C", "N", "C", "C", "C", "C", "C", "C", "N", "C", "N", "C", "C", "C", "C", "C", "C", "N", "H", "H", "H", "H", "H", "H", "H", "H", "H", "H", "H", "H", "H", "H", "H", "F", "C", "F", "F", "C", "C", "C", "C", "N", "C", "S", "H", "H", "H"],
  "coordinates": [[0.000, 0.274, -1.607], [-1.263, 2.922, -1.640], [0.000, 2.288, -2.101], [1.265, 2.921, -1.645], [2.147, 1.864, -1.076], [1.924, 0.595, -1.382], [2.972, -0.143, -0.790], [3.291, -1.500, -0.801], [4.401, -1.892, -0.082], [5.190, -0.974, 0.631], [4.903, 0.374, 0.629], [3.787, 0.758, -0.105], [3.220, 2.021, -0.301], [-2.146, 1.864, -1.073], [-1.924, 0.596, -1.382], [-2.973, -0.142, -0.791], [-3.293, -1.500, -0.805], [-4.404, -1.891, -0.086], [-5.191, -0.974, 0.629], [-4.902, 0.373, 0.629], [-3.787, 0.758, -0.103], [-3.218, 2.021, -0.298], [-1.771, 3.354, -2.506], [-1.083, 3.743, -0.946], [-0.002, 2.338, -3.116], [1.088, 3.745, -0.954], [1.772, 3.349, -2.514], [2.719, -2.216, -1.369], [4.682, -2.936, -0.077], [6.051, -1.332, 1.178], [5.516, 1.088, 1.161], [3.619, 2.902, -0.014], [-2.723, -2.215, -1.375], [-4.687, -2.935, -0.084], [-6.053, -1.333, 1.175], [-5.515, 1.087, 1.163], [-3.616, 2.901, -0.008], [-1.081, -4.090, 2.219], [0.000, -3.662, 1.563], [1.080, -4.090, 2.220], [0.001, -4.217, 0.346], [0.000, -2.152, 1.478], [0.000, -1.400, 2.637], [0.000, -0.003, 2.583], [0.000, 0.612, 1.357], [0.000, -0.128, 0.238], [0.000, -1.461, 0.266], [-0.001, -1.935, -1.404], [0.000, -1.903, 3.596], [0.001, 0.589, 3.486], [0.000, 1.690, 1.250]],
  "forces_ev_per_a": [[0.0, -0.2, 0.4], [-0.2, 0.3, -0.2], [0.0, 0.1, 0.3], [0.2, 0.3, -0.2], [-0.2, -0.1, -0.2], [0.2, -0.3, -0.1], [-0.1, 0.2, 0.1], [0.0, 0.0, 0.0], [0.0, 0.0, 0.0], [0.0, 0.0, 0.0], [0.0, 0.0, 0.0], [0.0, 0.1, 0.1], [0.1, 0.0, -0.2], [0.2, -0.1, -0.2], [-0.2, -0.2, -0.1], [0.1, 0.2, 0.1], [0.0, 0.0, 0.0], [0.0, 0.0, 0.0], [0.0, 0.0, 0.0], [0.0, 0.0, 0.0], [0.0, 0.1, 0.1], [-0.1, 0.0, -0.2], [0.0, 0.1, 0.1], [0.1, -0.1, 0.1], [0.0, -0.1, 0.0], [-0.1, -0.1, 0.1], [0.0, 0.1, 0.1], [0.0, 0.0, 0.0], [0.0, 0.0, 0.0], [0.0, 0.0, 0.0], [0.0, 0.0, 0.0], [0.0, 0.0, 0.0], [0.0, 0.0, 0.0], [0.0, 0.0, 0.0], [0.0, 0.0, 0.0], [0.0, 0.0, 0.0], [0.0, 0.0, 0.0], [0.0, 0.0, 0.0], [0.0, 0.0, -0.1], [0.0, 0.0, 0.0], [0.0, 0.0, 0.0], [0.0, 0.1, -0.1], [0.0, 0.0, 0.0], [0.0, -0.1, 0.1], [0.0, -0.1, -0.1], [0.0, 0.1, 0.5], [0.0, -0.1, -0.1], [0.0, -0.1, -0.3], [0.0, 0.0, 0.0], [0.0, 0.0, 0.0], [0.0, 0.0, 0.0]],
  "mulliken_charge": [-0.320, -0.769, -0.202, -0.771, 0.307, -0.147, 0.667, -0.696, -0.824, -0.518, -1.021, 0.877, -0.066, 0.308, -0.147, 0.648, -0.697, -0.836, -0.511, -1.023, 0.889, -0.067, 0.421, 0.332, 0.338, 0.331, 0.421, 0.591, 0.452, 0.433, 0.438, 0.257, 0.599, 0.453, 0.434, 0.439, 0.257, -0.239, 0.525, -0.239, -0.277, -0.183, -0.436, -1.546, -0.322, 0.784, 1.224, -0.126, 0.546, 0.543, 0.469]
}

***

{
  "formula": "C22H18F5MnN2S3",
  "method": "ωB97M-V with the def2-TZVPD basis set",
  "lumo_energy_ev": [2.626, 2.620],
  "spin_multiplicity": 6,
  "total_charge": -1,
  "e_homo_ev": [-4.49, -4.49],
  "orbital_gap_ev": [7.119, 7.115],
  "species": ["Mn", "C", "N", "C", "C", "N", "C", "C", "C", "C", "C", "C", "C", "S", "C", "C", "C", "C", "C", "C", "S", "H", "H", "H", "H", "H", "H", "H", "H", "H", "H", "H", "H", "H", "H", "H", "H", "H", "H", "F", "C", "C", "F", "C", "F", "C", "S", "C", "F", "C", "F"],
  "coordinates": [[-0.199, -0.521, 0.095], [-2.710, 0.823, -1.149], [-1.261, 0.789, -1.469], [-0.682, 2.135, -1.397], [-0.477, 2.546, 0.054], [0.505, 1.655, 0.685], [0.505, 1.805, 2.155], [1.866, 1.796, 0.198], [2.387, 3.036, -0.149], [3.700, 3.169, -0.572], [4.509, 2.043, -0.633], [4.001, 0.806, -0.277], [2.676, 0.649, 0.143], [2.094, -0.956, 0.577], [-1.050, 0.080, -2.709], [-0.843, 0.756, -3.904], [-0.656, 0.061, -5.090], [-0.691, -1.324, -5.076], [-0.901, -2.003, -3.886], [-1.081, -1.330, -2.676], [-1.342, -2.235, -1.189], [-3.219, 1.507, -1.837], [-2.870, 1.139, -0.117], [-3.117, -0.179, -1.255], [-1.315, 2.870, -1.910], [0.289, 2.123, -1.898], [-1.399, 2.447, 0.631], [-0.192, 3.602, 0.099], [0.926, 2.776, 2.443], [1.115, 1.013, 2.588], [-0.520, 1.751, 2.519], [1.763, 3.919, -0.088], [4.086, 4.143, -0.845], [5.537, 2.124, -0.963], [4.627, -0.076, -0.330], [-0.828, 1.839, -3.913], [-0.487, 0.601, -6.013], [-0.545, -1.883, -5.992], [-0.913, -3.085, -3.873], [-0.696, -2.091, 6.256], [-1.273, -1.227, 5.404], [-1.208, -1.424, 4.039], [-0.560, -2.482, 3.537], [-1.826, -0.518, 3.200], [-1.727, -0.778, 1.862], [-2.532, 0.614, 3.623], [-3.260, 1.738, 2.533], [-2.562, 0.765, 5.018], [-3.196, 1.812, 5.563], [-1.954, -0.122, 5.883], [-2.015, 0.077, 7.210]],
  "forces_ev_per_a": [[-0.1, 0.0, 0.0], [0.1, 0.0, 0.0], [-0.1, 0.0, 0.1], [0.1, 0.0, 0.0], [-0.1, 0.0, -0.1], [0.0, 0.1, 0.0], [0.0, 0.1, 0.0], [0.0, -0.1, 0.0], [0.0, 0.0, 0.0], [0.0, 0.0, 0.0], [0.0, 0.0, 0.0], [0.0, 0.0, 0.0], [-0.1, 0.0, 0.0], [0.1, 0.0, 0.0], [0.0, 0.0, -0.1], [0.0, 0.0, 0.0], [0.0, 0.1, 0.0], [0.0, -0.1, 0.0], [0.0, 0.0, -0.1], [0.0, 0.1, 0.0], [0.0, 0.0, 0.0], [0.0, 0.0, 0.0], [0.0, 0.0, 0.0], [0.0, 0.0, 0.0], [0.0, 0.0, 0.0], [0.0, 0.0, 0.0], [0.0, 0.0, 0.0], [0.0, 0.0, 0.0], [0.0, 0.0, 0.0], [0.0, 0.0, 0.0], [0.0, 0.0, 0.0], [0.0, 0.0, 0.0], [0.0, 0.0, 0.0], [0.0, 0.0, 0.0], [0.0, 0.0, 0.0], [0.0, 0.0, 0.0], [0.0, 0.0, 0.0], [0.0, 0.0, 0.0], [0.0, 0.0, 0.0], [0.0, 0.0, 0.0], [0.0, -0.1, 0.0], [0.0, 0.0, 0.0], [0.0, 0.0, 0.0], [0.0, 0.1, 0.1], [0.0, 0.0, 0.0], [0.0, 0.0, -0.1], [0.0, 0.0, 0.0], [0.0, -0.1, 0.0], [0.0, 0.0, 0.0], [0.0, 0.0, 0.0], [0.0, 0.0, 0.0]],
  "mulliken_charge": [0.466, -1.222, 1.052, -1.101, -0.985, 0.887, -1.252, 0.040, -0.102, -0.915, -0.493, -0.661, 0.398, -0.460, 0.306, -0.256, -0.830, -0.479, -0.754, 0.449, -0.486, 0.320, 0.102, 0.407, 0.478, 0.691, 0.274, 0.177, 0.287, 0.341, 0.195, 0.256, 0.382, 0.361, 0.408, 0.355, 0.363, 0.358, 0.408, -0.328, 0.619, -0.015, -0.333, 0.269, -0.258, -0.204, -0.419, 0.397, -0.361, 0.184, -0.316]
}

***

{
  "formula": "C22H18N4O5",
  "method": "ωB97M-V with the def2-TZVPD basis set",
  "lumo_energy_ev": 0.055,
  "smiles": "COC(=O)c1cccnc1-n1c(=O)c2cccnc2n(Cc2cccc(OC)c2)c1=O",
  "spin_multiplicity": 1,
  "e_above_lowest_kcal_mol": 0.0,
  "total_charge": 0,
  "e_homo_ev": -8.67,
  "orbital_gap_ev": 8.724,
  "species": ["C", "H", "H", "H", "O", "C", "O", "C", "C", "C", "C", "N", "C", "N", "C", "O", "N", "C", "N", "C", "C", "C", "C", "C", "O", "H", "H", "H", "C", "C", "C", "C", "C", "C", "C", "H", "O", "C", "H", "H", "H", "H", "H", "H", "H", "H", "H", "H", "H"],
  "coordinates": [[-0.944, -0.249, -2.337], [-0.004, -0.800, -2.383], [-1.298, -0.014, -3.342], [-1.692, -0.833, -1.800], [-0.699, 0.956, -1.618], [-1.090, 2.103, -2.182], [-1.659, 2.177, -3.242], [-0.768, 3.301, -1.358], [-1.372, 4.509, -1.707], [-1.101, 5.647, -0.971], [-0.222, 5.540, 0.096], [0.375, 4.408, 0.426], [0.110, 3.326, -0.272], [0.812, 2.149, 0.136], [0.270, 1.478, 1.223], [-0.720, 1.879, 1.785], [0.933, 0.334, 1.608], [2.021, -0.153, 0.938], [2.572, -1.271, 1.404], [3.617, -1.764, 0.770], [4.182, -1.189, -0.362], [3.618, -0.024, -0.849], [2.515, 0.517, -0.192], [1.868, 1.738, -0.667], [2.191, 2.358, -1.654], [4.002, 0.484, -1.720], [5.036, -1.639, -0.841], [4.022, -2.672, 1.197], [0.368, -0.465, 2.688], [-0.261, -1.719, 2.139], [0.083, -2.972, 2.629], [-0.502, -4.101, 2.090], [-1.418, -4.008, 1.055], [-1.761, -2.757, 0.556], [-1.182, -1.617, 1.111], [-1.470, -0.651, 0.726], [-2.637, -2.536, -0.468], [-3.293, -3.640, -1.043], [-2.583, -4.329, -1.513], [-3.951, -3.228, -1.807], [-3.892, -4.181, -0.304], [-1.852, -4.908, 0.650], [-0.240, -5.077, 2.472], [0.806, -3.059, 3.424], [1.168, -0.716, 3.386], [-0.381, 0.161, 3.178], [0.029, 6.391, 0.715], [-1.559, 6.592, -1.217], [-2.045, 4.522, -2.552]],
  "forces_ev_per_a": [[-0.2, -0.3, -0.4], [0.0, 0.0, 0.0], [0.1, -0.1, 0.1], [0.1, 0.1, 0.0], [0.0, 0.1, 0.2], [-0.1, 0.0, -0.2], [0.0, 0.0, 0.1], [0.1, 0.3, 0.2], [0.1, -0.2, 0.1], [0.0, -0.1, 0.0], [-0.2, 0.2, -0.2], [0.3, -0.3, 0.2], [-0.4, 0.2, -0.3], [0.1, 0.3, 0.0], [0.1, 0.0, 0.1], [-0.2, 0.1, 0.0], [-0.2, 0.1, 0.3], [0.7, 0.0, -0.7], [-0.4, 0.2, 0.3], [0.2, 0.0, -0.2], [0.0, 0.1, 0.0], [-0.2, 0.0, 0.2], [0.2, -0.4, 0.1], [0.0, -0.1, 0.1], [0.0, 0.0, 0.0], [0.0, 0.0, -0.1], [0.1, -0.1, 0.0], [0.1, -0.1, 0.0], [-0.2, 0.0, 0.3], [-0.1, -0.1, 0.0], [-0.1, 0.0, 0.1], [0.1, 0.1, 0.1], [-0.2, 0.0, -0.3], [0.1, 0.1, 0.1], [-0.1, -0.1, -0.1], [-0.1, 0.2, -0.1], [0.1, 0.2, 0.2], [-0.1, -0.2, -0.1], [0.0, 0.0, 0.0], [0.0, -0.1, 0.0], [0.0, 0.0, 0.0], [-0.1, -0.1, -0.1], [0.0, -0.1, 0.0], [0.1, 0.0, 0.1], [-0.1, 0.0, 0.0], [0.2, -0.1, -0.1], [0.0, 0.1, 0.0], [0.0, 0.1, 0.0], [0.0, 0.0, 0.0]],
  "mulliken_charge": [-0.849, 0.256, 0.414, 0.247, -0.139, 0.279, -0.651, 0.879, -0.875, -0.489, -0.666, -0.669, 0.213, 0.307, 0.988, -0.628, -0.023, 0.606, -0.462, -0.533, -0.607, -0.668, 0.528, 0.756, -0.646, 0.517, 0.414, 0.418, -1.516, 0.633, -0.709, -0.835, -0.540, 0.211, 0.062, 0.707, -0.352, -1.011, 0.395, 0.252, 0.373, 0.451, 0.369, 0.379, 0.443, 0.447, 0.429, 0.409, 0.486]
}

***

{
  "formula": "C22H18N5O2Pd",
  "method": "ωB97M-V with the def2-TZVPD basis set",
  "lumo_energy_ev": -4.542,
  "spin_multiplicity": 1,
  "total_charge": 1,
  "e_homo_ev": -9.73,
  "orbital_gap_ev": 5.192,
  "species": ["Pd", "N", "C", "N", "C", "N", "N", "C", "C", "C", "C", "C", "C", "N", "C", "C", "C", "C", "C", "C", "H", "H", "H", "H", "H", "H", "H", "H", "H", "H", "H", "C", "C", "O", "C", "C", "C", "C", "C", "C", "O", "H", "H", "H", "H", "H", "H", "H"],
  "coordinates": [[-0.379, 0.848, 0.108], [1.295, -2.524, 2.173], [1.006, -1.641, 1.208], [0.269, -0.592, 1.401], [-0.307, -0.336, 2.660], [-1.118, 0.691, 2.779], [-1.343, 1.356, 1.682], [-2.042, 2.486, 1.559], [-2.099, 3.033, 0.259], [-2.824, 4.189, -0.105], [-2.823, 4.605, -1.414], [-2.110, 3.876, -2.375], [-1.397, 2.768, -1.965], [-1.374, 2.368, -0.702], [0.047, -1.205, 3.757], [-0.359, -0.988, 5.075], [0.052, -1.843, 6.081], [0.866, -2.931, 5.796], [1.276, -3.172, 4.494], [0.871, -2.316, 3.486], [1.865, -3.335, 1.977], [1.419, -1.808, 0.219], [-2.528, 2.946, 2.407], [-3.356, 4.733, 0.658], [-3.367, 5.490, -1.706], [-2.112, 4.164, -3.412], [-0.830, 2.166, -2.668], [-0.987, -0.138, 5.282], [-0.257, -1.663, 7.098], [1.185, -3.595, 6.582], [1.915, -4.011, 4.258], [3.193, 0.787, -2.631], [1.802, 0.387, -2.205], [1.364, 0.941, -1.181], [1.077, -0.582, -2.974], [1.630, -1.127, -4.153], [0.953, -2.041, -4.911], [-0.331, -2.442, -4.519], [-0.909, -1.937, -3.391], [-0.233, -1.000, -2.554], [-0.828, -0.632, -1.488], [3.578, 1.498, -1.903], [3.168, 1.265, -3.609], [3.851, -0.078, -2.672], [2.610, -0.807, -4.467], [1.393, -2.447, -5.809], [-0.879, -3.158, -5.115], [-1.893, -2.242, -3.072]],
  "forces_ev_per_a": [[0.0, -0.7, -0.3], [-0.2, 0.5, -0.2], [0.3, -0.5, 0.1], [-0.3, 0.4, 0.4], [-0.4, 0.9, -0.8], [0.2, -1.4, 2.7], [-0.4, 2.9, -2.5], [0.9, -2.3, 1.9], [0.0, 1.1, -2.4], [0.5, -0.9, 0.9], [0.4, -0.3, -0.8], [-0.5, 0.4, 0.6], [0.2, -0.3, -0.3], [-0.5, 0.5, 0.9], [0.3, -0.3, 0.0], [0.1, -0.1, 0.1], [-0.2, 0.4, -0.1], [0.2, -0.1, -0.5], [0.0, -0.1, 0.4], [-0.2, 0.4, -0.1], [0.0, 0.1, -0.2], [-0.1, 0.0, 0.0], [-0.1, -0.1, 0.1], [-0.1, 0.0, 0.1], [-0.1, 0.1, 0.0], [0.0, 0.0, -0.1], [0.0, 0.0, 0.1], [-0.1, 0.1, 0.1], [-0.1, 0.0, 0.1], [0.0, -0.1, 0.1], [0.0, -0.1, 0.0], [-0.1, 0.2, 0.2], [0.2, -0.3, -0.4], [0.2, 0.3, 0.4], [-0.4, 0.2, 0.5], [-0.1, -0.2, -0.3], [0.5, 0.2, -0.1], [-0.4, 0.0, 0.3], [0.1, -0.1, -0.2], [-0.1, -0.3, -0.1], [0.0, 0.0, -0.1], [0.0, 0.0, 0.0], [0.1, -0.1, -0.1], [0.0, 0.0, -0.1], [0.1, 0.0, -0.1], [0.1, 0.0, -0.1], [0.0, -0.1, -0.1], [-0.1, 0.0, 0.0]],
  "mulliken_charge": [1.043, 0.065, -0.342, -0.127, 0.400, -1.288, 0.496, -0.507, 0.924, -0.991, -0.128, -0.918, 0.078, 0.007, 0.718, -0.319, -0.768, -0.447, -0.837, 0.252, 0.291, 0.441, 0.429, 0.419, 0.441, 0.416, 0.405, 0.496, 0.429, 0.428, 0.387, -1.648, 0.848, -0.480, 1.014, -0.899, -0.819, -0.499, -0.661, 0.105, -0.633, 0.391, 0.369, 0.378, 0.391, 0.400, 0.393, 0.460]
}

***

What is the formula in the second record?
C22H18F5MnN2S3